(1)
One molecule with the formula C19H27N5O3S. Source: the Open Molecules 2025 dataset; level of theory: ωB97M-V/def2-TZVPD.

Structure (XYZ):
```
55
Properties=species:S:1:pos:R:3
C 0.04 0.08 2.52
N 1.25 -0.12 1.75
C 1.73 1.11 1.13
H 0.86 1.72 0.87
C 2.50 0.79 -0.15
N 1.71 -0.12 -0.96
C 1.07 0.28 -2.08
O 1.31 1.33 -2.63
C 0.07 -0.75 -2.63
C -0.69 -0.16 -3.82
C -1.57 1.01 -3.36
N -2.46 0.60 -2.29
S -3.56 1.77 -1.86
O -4.11 2.33 -3.06
O -4.43 1.22 -0.88
C -2.56 3.05 -1.13
C -1.92 3.22 0.07
N -1.16 4.34 0.02
C -1.32 4.84 -1.18
N -2.16 4.09 -1.92
H -2.49 4.23 -2.86
H -0.85 5.73 -1.53
H -2.00 2.63 0.96
C -1.79 0.03 -1.15
C -0.97 -1.18 -1.58
H -1.63 -1.92 -2.02
H -0.50 -1.63 -0.70
H -2.56 -0.25 -0.43
H -1.12 0.77 -0.68
H -2.20 1.36 -4.17
H -0.91 1.83 -3.03
H 0.01 0.22 -4.56
H -1.32 -0.93 -4.27
H 0.64 -1.62 -2.96
H 1.37 -0.92 -0.44
H 2.67 1.69 -0.74
H 3.46 0.32 0.07
H 2.36 1.71 1.81
C 2.28 -0.77 2.55
C 1.90 -2.21 2.81
C 1.79 -3.10 1.75
C 1.43 -4.41 1.96
C 1.16 -4.86 3.25
C 1.27 -3.98 4.31
C 1.63 -2.66 4.09
H 1.71 -1.98 4.93
H 1.07 -4.32 5.32
H 0.88 -5.88 3.42
H 1.35 -5.10 1.13
H 2.01 -2.76 0.75
H 3.21 -0.75 1.98
H 2.44 -0.25 3.50
H 0.17 0.77 3.36
H -0.29 -0.89 2.91
H -0.75 0.46 1.86
```

Computed properties:
- SMILES: CN(CCNC(=O)C1CCN(S(=O)(=O)c2cnc[nH]2)CC1)Cc1ccccc1
- Molecular weight: 405.52 g/mol
- Max |F|: 0.021 Eh/bohr
- Orbital gap: 9.75 eV
- Total energy: -1637.91176 Ha
- Energy relative to the best compared isomer or geometry (same formula, charge and spin): 65.2 kcal/mol

Results of the Mulliken charge analysis, in e, for atoms 1 through 5: number 1, C, carries -1.03; number 2, N, carries 0.78; number 3, C, carries -0.60; number 4, H, carries 0.20; number 5, C, carries -1.11

=====

(2)
A 9-piece molecular cluster, C60H124BrN12 overall. Source: the Open Molecules 2025 dataset; level of theory: ωB97M-V/def2-TZVPD.

Structure (XYZ):
```
197
Properties=species:S:1:pos:R:3
C 2.67 -1.54 -2.95
C 1.52 -1.78 -1.98
N 0.55 -0.66 -1.85
C 0.65 0.42 -1.00
C -0.55 1.03 -0.99
N -1.36 0.43 -1.93
C -0.65 -0.59 -2.43
C -2.81 0.63 -2.01
H 3.31 -0.67 -2.80
H 2.20 -1.51 -3.93
H 3.37 -2.38 -2.97
H 1.88 -1.92 -0.96
H 0.91 -2.64 -2.25
H 1.53 0.64 -0.41
H -0.88 1.83 -0.34
H -1.05 -1.38 -3.05
H -3.26 -0.32 -2.25
H -3.04 1.37 -2.78
H -3.17 1.06 -1.08
C -4.50 3.98 1.40
C -5.57 4.67 0.52
N -6.85 4.76 1.26
C -7.27 5.94 1.87
C -8.41 5.69 2.54
N -8.71 4.36 2.34
C -7.80 3.85 1.53
C -9.94 3.71 2.78
H -4.36 4.66 2.24
H -3.54 3.92 0.88
H -4.64 2.97 1.77
H -5.69 4.14 -0.42
H -5.24 5.69 0.36
H -6.61 6.79 1.79
H -9.05 6.29 3.17
H -7.77 2.89 1.05
H -9.97 3.64 3.87
H -10.04 2.73 2.33
H -10.83 4.18 2.37
C -0.96 -7.63 -8.93
C 0.30 -6.96 -8.43
N 0.31 -5.51 -8.76
C 0.23 -5.00 -10.02
C 0.12 -3.65 -9.96
N 0.18 -3.36 -8.61
C 0.33 -4.48 -7.91
C -0.01 -2.05 -8.03
H -1.02 -7.61 -10.02
H -1.80 -7.02 -8.60
H -1.15 -8.65 -8.61
H 1.22 -7.33 -8.88
H 0.44 -7.03 -7.35
H 0.29 -5.65 -10.88
H 0.00 -2.87 -10.70
H 0.19 -4.56 -6.85
H -0.06 -1.26 -8.78
H 0.83 -1.72 -7.42
H -0.93 -1.97 -7.44
C 1.19 0.94 -6.10
C 1.36 2.43 -5.76
N 2.11 2.72 -4.52
C 1.58 2.95 -3.26
C 2.63 2.95 -2.39
N 3.77 2.80 -3.15
C 3.43 2.63 -4.42
C 5.15 2.72 -2.70
H 0.49 0.81 -6.92
H 0.90 0.25 -5.30
H 2.14 0.58 -6.51
H 0.38 2.90 -5.68
H 1.93 2.86 -6.58
H 0.53 3.04 -3.08
H 2.70 3.15 -1.33
H 4.08 2.26 -5.20
H 5.79 3.29 -3.38
H 5.57 1.71 -2.78
H 5.35 3.17 -1.74
C -2.06 4.13 4.01
C -2.42 2.81 4.69
C -2.00 1.58 3.91
C -1.91 0.35 4.79
N -1.48 -0.91 4.07
C -2.44 -1.35 2.99
C -2.20 -2.85 2.89
C -2.11 -3.28 4.35
C -1.42 -2.08 5.03
C -0.09 -0.69 3.52
H -2.23 4.06 2.94
H -1.00 4.22 4.22
H -2.60 5.02 4.32
H -3.49 2.69 4.90
H -2.00 2.72 5.70
H -0.99 1.84 3.56
H -2.47 1.38 2.93
H -2.90 0.10 5.17
H -1.25 0.49 5.65
H -2.23 -0.74 2.11
H -3.43 -1.25 3.42
H -1.36 -3.12 2.26
H -3.07 -3.26 2.37
H -1.54 -4.19 4.50
H -3.10 -3.45 4.77
H -0.42 -2.21 5.44
H -2.03 -1.87 5.91
H 0.19 -1.63 3.05
H 0.50 -0.59 4.43
H -0.03 0.10 2.78
C 4.19 -3.39 3.72
C 5.02 -3.04 4.95
C 5.70 -1.68 4.81
C 6.42 -1.32 6.09
N 7.14 0.00 6.07
C 8.13 0.06 4.90
C 9.51 0.44 5.53
C 9.38 -0.19 6.91
C 7.99 0.20 7.33
C 6.15 1.14 6.05
H 3.18 -2.99 3.76
H 4.08 -4.47 3.61
H 4.71 -3.01 2.84
H 5.78 -3.80 5.18
H 4.41 -3.16 5.86
H 4.94 -0.91 4.63
H 6.33 -1.73 3.92
H 7.11 -2.07 6.49
H 5.68 -1.21 6.90
H 7.79 0.76 4.14
H 8.24 -0.94 4.50
H 9.62 1.52 5.61
H 10.37 0.05 4.99
H 10.08 0.22 7.64
H 9.51 -1.27 6.92
H 7.94 1.27 7.56
H 7.61 -0.39 8.16
H 6.72 2.06 6.06
H 5.57 1.08 6.97
H 5.56 1.06 5.15
C -12.29 0.16 3.21
C -12.39 0.98 1.92
C -11.35 0.54 0.90
C -11.72 0.97 -0.51
N -10.58 1.00 -1.51
C -11.12 1.45 -2.90
C -10.71 2.89 -3.03
C -9.32 2.90 -2.39
C -9.53 2.04 -1.15
C -10.04 -0.38 -1.70
H -12.97 0.52 3.99
H -11.34 0.21 3.73
H -12.61 -0.87 3.03
H -12.31 2.05 2.15
H -13.42 0.77 1.61
H -11.14 -0.52 1.00
H -10.39 1.01 1.14
H -12.18 1.96 -0.53
H -12.51 0.36 -0.95
H -10.52 0.90 -3.62
H -12.19 1.31 -2.99
H -10.74 3.33 -4.02
H -11.32 3.55 -2.41
H -8.48 2.61 -3.02
H -9.06 3.89 -2.01
H -8.57 1.58 -0.89
H -9.77 2.60 -0.25
H -10.84 -1.07 -1.95
H -9.54 -0.69 -0.78
H -9.28 -0.27 -2.47
C 11.87 -0.70 1.75
C 10.35 -0.66 1.87
C 9.73 -0.79 0.44
C 8.28 -1.21 0.28
N 7.89 -1.22 -1.20
C 6.44 -1.70 -1.47
C 6.57 -2.73 -2.61
C 7.96 -2.55 -3.21
C 8.81 -2.12 -2.01
C 7.99 0.14 -1.81
H 12.19 -1.65 1.33
H 12.34 -0.59 2.73
H 12.20 0.13 1.13
H 9.95 0.18 2.44
H 10.04 -1.59 2.36
H 10.43 -1.35 -0.19
H 9.75 0.26 0.12
H 7.55 -0.55 0.75
H 8.07 -2.20 0.69
H 5.87 -0.81 -1.70
H 6.07 -2.16 -0.55
H 5.78 -2.54 -3.33
H 6.42 -3.74 -2.23
H 7.93 -1.76 -3.95
H 8.37 -3.47 -3.62
H 9.78 -1.71 -2.25
H 8.96 -3.00 -1.38
H 7.90 0.20 -2.89
H 9.00 0.48 -1.61
H 7.28 0.80 -1.32
Br 0.62 3.85 1.17
```

Computed properties:
- Total charge: +7
- Molecular weight: 1093.64 g/mol
- Max |F|: 0.049 Eh/bohr
- Orbital gap: 6.06 eV
- Total energy: -5588.98197 Ha

Results of the Mulliken charge analysis, in e, for atoms 1 through 5: number 1, C, carries -0.51; number 2, C, carries -0.90; number 3, N, carries 0.46; number 4, C, carries -0.39; number 5, C, carries -0.85